#P
Formula: C24H60N4O8
Source: the Open Molecules 2025 dataset
Level of theory: the ωB97M-V functional and the def2-TZVPD basis

Structure (ORCA input):
```
! wB97M-V def2-TZVPD RIJCOSX def2/J DEFGRID3
* xyz 0 1
C -1.09078 6.68387 7.39879
O -0.24111 5.76413 6.72068
C -0.70899 4.61945 5.95067
C -1.69779 4.77201 4.65981
N -1.90454 3.37420 4.09548
C -0.93334 2.76430 3.12407
C -1.21226 1.23393 2.82874
O -1.98994 1.16229 1.64162
C -1.87076 -0.16992 1.11753
H -1.85627 6.17128 7.98135
H -1.54023 7.18436 6.54111
H -0.50057 7.34434 8.03403
H -1.27685 3.98520 6.63139
H 0.15086 4.06581 5.57352
H -1.27446 5.44497 3.91415
H -2.64490 5.11964 5.07241
H -2.86493 3.24359 3.81142
H -0.00368 2.88823 3.67948
H -0.76856 3.33151 2.20798
H -1.85280 0.91334 3.65035
H -0.39125 0.52495 2.72201
H -2.29713 -0.18194 0.11446
H -2.41751 -0.91053 1.70119
H -0.81935 -0.43200 0.99941
C -6.31523 -2.23520 -5.71222
O -5.90969 -2.18315 -4.32181
C -6.21202 -3.46351 -3.80565
C -5.60390 -3.79849 -2.41493
N -4.19543 -3.74651 -2.40677
C -3.51761 -3.87532 -1.05909
C -2.98246 -5.39133 -0.93729
O -1.84351 -5.38211 -1.81677
C -2.04703 -6.24352 -2.93621
H -7.38643 -2.14582 -5.89285
H -6.06153 -3.05435 -6.38507
H -6.11486 -1.34067 -6.30194
H -5.67455 -4.15628 -4.45318
H -7.29033 -3.61757 -3.84570
H -5.91301 -4.82538 -2.21988
H -6.16830 -3.17341 -1.72295
H -3.93601 -2.80829 -2.67609
H -4.26717 -3.61213 -0.31278
H -2.78636 -3.06703 -1.05241
H -3.78822 -6.12144 -1.01337
H -2.63212 -5.73565 0.03575
H -1.10614 -6.13009 -3.47471
H -2.66439 -5.84694 -3.74225
H -2.04313 -7.31482 -2.73523
C 3.56183 -2.18402 -1.03102
O 2.28721 -2.28895 -0.37708
C 1.14120 -2.65477 -1.16772
C 0.84963 -1.66585 -2.34399
N 1.21530 -2.08373 -3.69182
C 0.49585 -3.33298 -4.08146
C -0.95870 -3.14145 -4.62124
O -0.87577 -2.15722 -5.61337
C -2.13654 -2.26602 -6.46170
H 3.65262 -2.92131 -1.82867
H 4.38441 -2.21819 -0.31668
H 3.73878 -1.19065 -1.44333
H 0.46590 -2.54986 -0.31857
H 1.11496 -3.68232 -1.53041
H 1.25154 -0.74158 -1.92891
H -0.20348 -1.38561 -2.32155
H 0.96366 -1.38825 -4.37963
H 0.31579 -4.12612 -3.35579
H 1.11754 -3.83112 -4.82541
H -1.69808 -2.75350 -3.92058
H -1.33939 -4.08054 -5.02285
H -3.03864 -2.09560 -5.87409
H -2.18952 -3.18025 -7.05287
H -2.02545 -1.49826 -7.22740
C 2.09649 1.09258 0.35767
O 3.01102 1.98656 1.07968
C 3.93157 1.24522 1.91675
C 4.44878 2.15877 3.03713
N 5.19828 3.16144 2.33750
C 5.88184 4.10004 3.16515
C 7.00108 4.60409 2.22242
O 8.08571 5.16407 2.96534
C 8.45409 6.50828 2.66560
H 2.57713 0.19927 -0.04118
H 1.58788 1.65452 -0.42569
H 1.28005 0.83106 1.03082
H 4.76803 0.95274 1.28202
H 3.44995 0.46510 2.50627
H 5.13705 1.57750 3.65075
H 3.59546 2.63624 3.51875
H 4.67224 3.61304 1.60303
H 6.31762 3.54245 3.99417
H 5.23464 4.85764 3.60705
H 6.48126 5.35811 1.63137
H 7.45262 3.84142 1.58795
H 8.57220 6.62370 1.58819
H 9.38156 6.50411 3.23823
H 7.75897 7.11176 3.24932
*
```

Values from the calculation:
M, g mol⁻¹: 532.76
LUMO level, eV: 0.67
Structure (SMILES): COCCNCCOC.COCCNCCOC.COCCNCCOC.COCCNCCOC
Gap between HOMO and LUMO, eV: 9.02
Highest occupied orbital energy, eV: -8.36

=====

#Q
Formula: C24H60N4O8
Source: the Open Molecules 2025 dataset
Level of theory: the ωB97M-V functional and the def2-TZVPD basis

Structure (ORCA input):
```
! wB97M-V def2-TZVPD RIJCOSX def2/J DEFGRID3
* xyz 0 1
C 2.88272 1.87343 1.38491
O 2.49261 0.68759 0.83182
C 1.28780 0.34312 1.51085
C 0.72650 -1.02281 1.01811
N -0.71280 -1.05291 0.95742
C -1.18369 -2.38374 0.55882
C -2.72172 -2.40476 0.39978
O -3.27615 -2.64269 1.64827
C -3.90771 -1.60013 2.29597
H 2.06928 2.59758 1.33978
H 3.67722 2.33437 0.79806
H 3.33942 1.76958 2.36915
H 0.48697 1.00745 1.18612
H 1.22056 0.35474 2.59872
H 0.99426 -1.69026 1.83721
H 1.06565 -1.46310 0.08045
H -1.26995 -0.85910 1.77726
H -0.83532 -3.15175 1.24940
H -0.75956 -2.84037 -0.33544
H -2.97400 -3.18741 -0.31572
H -3.17064 -1.58031 -0.15415
H -4.80996 -1.33216 1.74620
H -3.16305 -0.82756 2.48758
H -4.18503 -2.02311 3.26153
C -6.93305 3.84216 0.09416
O -6.24643 2.67993 -0.32089
C -7.08480 1.52748 -0.46807
C -6.42664 0.16381 -0.85427
N -5.60059 0.16318 -2.04489
C -4.85872 -1.16843 -1.99171
C -3.46036 -0.97726 -2.55759
O -2.73702 -0.13245 -1.62715
C -1.40498 -0.02787 -2.07789
H -7.26978 3.69429 1.12024
H -7.80606 4.11510 -0.49868
H -6.14973 4.59745 0.15790
H -7.88981 1.84439 -1.13112
H -7.38162 1.32235 0.56048
H -7.28196 -0.51070 -0.81474
H -5.87057 -0.03221 0.06249
H -5.10345 1.03699 -1.94793
H -5.48598 -1.93537 -2.44608
H -4.64550 -1.56181 -0.99778
H -3.51160 -0.51851 -3.54502
H -2.96952 -1.94957 -2.59989
H -0.89540 -0.99067 -2.11570
H -0.64891 0.51110 -1.50695
H -1.25581 0.55212 -2.98864
C 0.10337 3.02890 -0.79125
O 0.82584 2.51332 -1.92612
C 2.15114 3.15791 -2.14877
C 3.15839 2.28425 -1.35688
N 4.59478 2.46127 -1.60251
C 5.19825 3.77283 -1.56036
C 6.28358 4.03982 -2.70168
O 6.79852 5.37984 -2.51890
C 7.69173 5.64195 -3.64752
H -0.70248 2.41456 -0.38962
H -0.32726 3.98670 -1.08329
H 0.73808 3.20862 0.07648
H 2.20495 4.24476 -2.08583
H 2.39997 2.86626 -3.16912
H 3.03632 1.24276 -1.65441
H 2.98966 2.36280 -0.28289
H 4.90838 1.81868 -2.31583
H 5.57822 4.14518 -0.60901
H 4.42415 4.50102 -1.80247
H 5.74899 4.15925 -3.64404
H 7.09093 3.30765 -2.68753
H 7.14577 5.87453 -4.56182
H 8.31803 4.76731 -3.82321
H 8.42574 6.43281 -3.49313
C 3.73939 -1.88874 -0.57470
O 2.97410 -2.48948 0.48047
C 2.51128 -3.74584 0.06325
C 2.72249 -4.75427 1.22422
N 1.49908 -4.98008 2.00166
C 1.14722 -3.79430 2.82647
C 0.00023 -4.02239 3.73116
O -0.32690 -2.98437 4.63257
C -1.58937 -3.07456 5.22766
H 3.39046 -1.78618 -1.60223
H 4.78511 -2.19610 -0.56407
H 3.59874 -0.86292 -0.23411
H 3.10044 -4.13003 -0.76945
H 1.43393 -3.68173 -0.08934
H 3.57905 -4.53176 1.86054
H 3.00022 -5.75488 0.89294
H 0.72718 -5.14799 1.37231
H 0.95971 -2.92466 2.19664
H 2.05034 -3.57591 3.39639
H 0.25926 -4.81953 4.42798
H -0.86137 -4.45378 3.22160
H -1.92171 -4.11264 5.22299
H -2.34426 -2.52050 4.66975
H -1.57481 -2.53152 6.17265
*
```

Values from the calculation:
M, g mol⁻¹: 532.76
LUMO level, eV: 0.78
Structure (SMILES): COCCNCCOC.COCCNCCOC.COCCNCCOC.COCCNCCOC
Gap between HOMO and LUMO, eV: 8.92
Highest occupied orbital energy, eV: -8.14

=====

Stability ranking, top and bottom: #P is the most stable and #Q is the least stable.

=====

#P
Formula: H9NO3
Source: the Open Molecules 2025 dataset
Level of theory: the ωB97M-V functional and the def2-TZVPD basis

Structure (ORCA input):
```
! wB97M-V def2-TZVPD RIJCOSX def2/J DEFGRID3
* xyz 0 1
N 1.62437 1.20041 0.14156
H 0.85118 1.79075 0.35015
H 1.61174 0.20714 0.22945
H 2.48536 1.64436 -0.09798
O 0.34294 2.09738 3.23954
H 0.72556 2.92293 2.91786
H 0.40796 2.23151 4.19660
O -0.92205 -2.49920 -5.89422
H -1.36800 -1.88978 -6.49382
H -1.04160 -3.36408 -6.31476
O -1.01983 -0.93486 2.61773
H -0.86987 -0.07848 3.03823
H -1.30634 -0.66749 1.73629
*
```

Values from the calculation:
M, g mol⁻¹: 71.08
LUMO level, eV: 0.60
Structure (SMILES): N.O.O.O
Gap between HOMO and LUMO, eV: 9.79
Highest occupied orbital energy, eV: -9.19

=====

#Q
Formula: H9NO3
Source: the Open Molecules 2025 dataset
Level of theory: the ωB97M-V functional and the def2-TZVPD basis

Structure (ORCA input):
```
! wB97M-V def2-TZVPD RIJCOSX def2/J DEFGRID3
* xyz 0 1
N 0.54021 0.89609 1.66185
H 1.12481 1.70717 1.84806
H 1.14108 0.24411 1.15664
H 0.30746 0.46848 2.55143
O 1.37041 -1.25184 -0.45774
H 1.38948 -2.18171 -0.24307
H 0.84712 -1.04692 -1.25337
O -1.55593 0.76889 0.14120
H -2.31989 0.54777 -0.34607
H -0.84772 1.13046 0.74332
O -0.72043 -0.30269 -2.03053
H -0.01639 -0.62340 -2.56331
H -1.26021 -0.35641 -1.20841
*
```

Values from the calculation:
M, g mol⁻¹: 71.08
LUMO level, eV: 0.76
Structure (SMILES): N.O.O.O
Gap between HOMO and LUMO, eV: 11.15
Highest occupied orbital energy, eV: -10.39

=====

Stability ranking, top and bottom: #P is the most stable and #Q is the least stable.

=====

#P
Formula: C4H12N3S
Source: the Open Molecules 2025 dataset
Level of theory: the ωB97M-V functional and the def2-TZVPD basis

Structure (ORCA input):
```
! wB97M-V def2-TZVPD RIJCOSX def2/J DEFGRID3
* xyz 1 1
C 1.46270 -0.73441 -1.60758
C 0.71047 -0.77449 -0.25807
N 1.10914 0.16207 0.73140
C 0.44975 1.37479 0.67162
S -0.30654 1.71817 2.29167
N -0.62640 1.01374 -0.52458
N -0.74748 -0.38353 -0.52388
C -1.82928 -0.92076 0.38997
H 2.37592 -1.15092 -1.46226
H 1.61086 0.20072 -1.97989
H 0.97759 -1.30028 -2.49115
H 1.02508 -1.69860 0.15909
H 1.10847 -0.27341 1.66094
H 1.16942 2.16487 0.25086
H 0.14388 2.92848 2.20750
H -1.50116 1.44801 -0.27100
H -0.78621 -0.73184 -1.50521
H -1.55188 -0.60566 1.43678
H -2.74786 -0.38923 0.37656
H -2.04648 -2.04771 0.44723
*
```

Values from the calculation:
M, g mol⁻¹: 134.23
LUMO level, eV: -2.96
Structure (SMILES): C[C@H]1N[C@H](S)N[N@@H+]1C
Gap between HOMO and LUMO, eV: 10.69
Highest occupied orbital energy, eV: -13.65

=====

#Q
Formula: C4H12N3S
Source: the Open Molecules 2025 dataset
Level of theory: the ωB97M-V functional and the def2-TZVPD basis

Structure (ORCA input):
```
! wB97M-V def2-TZVPD RIJCOSX def2/J DEFGRID3
* xyz 1 1
N -0.87352 -2.65929 0.27678
C -0.49959 -1.47632 -0.38856
N 0.00689 -0.35200 0.56961
C 0.81528 0.70922 0.05214
C 2.13327 0.51776 -0.12123
S 2.90684 -1.03549 0.27743
C 0.15817 2.01588 -0.21175
N -1.19244 1.83524 0.31827
H -1.86478 -2.88540 0.32801
H -0.22140 -3.35017 0.58113
H -1.30303 -1.34280 -1.13937
H 0.37648 -1.56361 -0.93663
H -0.89190 0.14447 0.96514
H 0.50490 -0.88607 1.30984
H 2.73340 1.23789 -0.62018
H 4.04654 -0.45118 0.66777
H 0.25269 2.31897 -1.34763
H 0.88565 2.85215 0.13340
H -1.57153 2.48800 0.90559
H -1.84059 1.66454 -0.44063
*
```

Values from the calculation:
M, g mol⁻¹: 134.23
LUMO level, eV: -2.82
Structure (SMILES): NC[NH2+]/C(=C\S)CN
Gap between HOMO and LUMO, eV: 9.91
Highest occupied orbital energy, eV: -12.73

=====

Stability ranking, top and bottom: #Q is the most stable and #P is the least stable.